The following is a quantum chemistry calculation of a structure of composition C24H26Br60O4 at a distorted geometry, from the Open Molecules 2025 dataset.

Lowest unoccupied orbital energy in eV: -0.6
HOMO in eV: -9.6

Element x y z (Å)
C  -6.55103  0.08383  -1.08076
O  -5.59077  -1.04917  -0.98334
C  -4.35090  -0.50559  -0.40747
O  -3.75151  -1.24849  0.54842
C  -3.59205  0.88068  -0.84458
C  -3.06704  1.59990  0.57077
O  -1.79101  1.96217  0.75506
O  -4.15343  1.84326  1.57347
H  -6.19670  0.70813  -2.03250
H  -6.34232  0.75092  -0.11399
H  -7.67154  -0.25324  -1.13698
H  -4.27571  1.68094  -1.36104
H  -2.70717  0.59590  -1.56019
H  -4.83350  2.49236  1.17649
C  0.91241  4.75598  0.56864
Br  2.27814  4.65074  -0.81257
Br  1.68350  4.70929  2.35402
Br  -0.24930  6.29678  0.32201
H  0.28587  3.86366  0.46748
C  -4.10330  -1.88864  4.33952
Br  -4.02006  -0.18859  3.39775
Br  -5.20214  -1.77596  5.94083
Br  -4.67279  -3.33618  3.17129
H  -3.08492  -2.12334  4.66638
C  -7.51602  -5.64112  5.34276
Br  -7.86916  -3.72841  5.37215
Br  -7.06619  -6.26673  3.55653
Br  -6.16611  -6.14814  6.64856
H  -8.44542  -6.14239  5.63253
C  -11.08482  1.31741  -0.75293
Br  -9.64475  0.02970  -0.98095
Br  -10.42385  3.04159  -0.14082
Br  -12.16625  1.48629  -2.36118
H  -11.73997  0.92856  0.03358
C  5.47180  2.29548  -0.70257
Br  4.80287  0.48931  -0.43000
Br  6.34400  2.99241  0.89051
Br  6.62160  2.41311  -2.26737
H  4.60252  2.93267  -0.89588
C  -3.67594  5.78524  -1.78000
Br  -3.93056  7.68812  -1.46655
Br  -5.30741  4.77460  -1.46176
Br  -2.94031  5.43467  -3.54647
H  -2.93680  5.43714  -1.05095
C  10.40373  3.49111  -2.78158
Br  11.84381  2.20340  -3.00960
Br  11.06470  5.21529  -2.16948
Br  9.32230  3.65999  -4.38983
H  9.74858  3.10225  -1.99508
C  3.99381  3.67898  -5.47967
Br  2.89397  5.28255  -5.53392
Br  5.87092  4.09827  -5.18808
Br  3.33025  2.38964  -4.18284
H  3.92081  3.20764  -6.46533
C  -0.09132  -2.72869  -0.60367
Br  -0.34594  -0.82581  -0.29022
Br  -1.72279  -3.73933  -0.28543
Br  0.64431  -3.07926  -2.37014
H  0.64782  -3.07679  0.12538
C  0.20879  9.59027  -1.85977
Br  0.29203  11.29031  -2.80154
Br  -0.89004  9.70295  -0.25846
Br  -0.36070  8.14272  -3.02800
H  1.22717  9.35556  -1.53291
C  1.57290  -0.53715  3.63231
Br  -0.15522  -1.23693  3.07739
Br  2.42886  -1.68392  4.95011
Br  2.73518  -0.18930  2.11160
H  1.38658  0.42578  4.11923
C  0.52942  -1.17196  -5.76474
Br  1.83894  -0.24969  -6.86864
Br  -0.93527  -0.00057  -5.24814
Br  -0.11148  -2.80201  -6.61130
H  1.04081  -1.46987  -4.84346
C  -11.80099  -2.05130  -5.07556
Br  -10.36448  -2.59595  -3.88233
Br  -13.52720  -2.05398  -4.17859
Br  -11.42843  -0.34042  -5.92323
H  -11.85431  -2.79884  -5.87392
C  5.94067  -2.28012  7.55009
Br  5.68606  -0.37725  7.86354
Br  4.30920  -3.29076  7.86834
Br  6.67631  -2.63070  5.78362
H  6.67982  -2.62822  8.27914
C  -8.17755  1.08848  7.41962
Br  -8.14420  -0.41957  8.64792
Br  -6.83760  2.42305  7.87548
Br  -8.02778  0.51607  5.56641
H  -9.15609  1.56775  7.52818
C  9.51935  -1.46695  -1.45178
Br  9.88899  -0.79737  -3.24037
Br  11.05249  -2.39508  -0.69520
Br  8.86951  -0.06243  -0.27302
H  8.71436  -2.20324  -1.54599
C  -6.02861  -6.78753  11.09090
Br  -4.12510  -6.62540  10.72429
Br  -7.03649  -5.29318  10.35916
Br  -6.73714  -8.49888  10.49613
H  -6.14891  -6.75229  12.17870
C  14.94299  -1.13577  -1.27674
Br  15.31263  -0.46619  -3.06533
Br  16.47613  -2.06389  -0.52015
Br  14.29314  0.26875  -0.09797
H  14.13799  -1.87206  -1.37095
C  15.31994  -5.84893  -1.59057
Br  16.62946  -4.92666  -2.69446
Br  13.85525  -4.67754  -1.07397
Br  14.67903  -7.47898  -2.43713
H  15.83133  -6.14684  -0.66929
C  -3.41359  -2.93972  -9.14504
Br  -3.33035  -1.23967  -10.08680
Br  -4.51243  -2.82704  -7.54372
Br  -3.98308  -4.38726  -10.31326
H  -2.39521  -3.17442  -8.81817

***

The following is a quantum chemistry calculation of a structure of composition C24H26BrN6O2S2Sr at a distorted geometry, from the Open Molecules 2025 dataset.

Lowest unoccupied orbital energy in eV: -3.6
HOMO in eV: -10.1
Total charge: +1

Element x y z (Å)
Sr  -11.92567  -13.56726  -9.51079
Br  -4.69430  -10.77804  -8.43988
C  -6.55972  -10.81351  -8.68489
C  -7.30569  -11.19180  -9.83720
C  -8.69828  -11.18571  -9.73886
C  -9.35177  -10.99544  -8.51898
C  -8.63640  -10.45737  -7.44642
C  -7.21026  -10.48889  -7.49912
N  -10.68781  -11.43131  -8.38920
C  -11.39320  -10.80743  -7.46057
C  -12.76238  -11.20801  -7.11988
C  -13.26736  -11.00548  -5.82529
C  -14.51425  -11.58729  -5.58985
C  -15.21360  -12.22080  -6.62200
C  -14.62371  -12.37559  -7.82596
N  -13.44517  -11.84007  -8.11958
H  -6.86209  -11.51166  -10.79814
H  -9.31833  -11.41564  -10.60657
H  -9.24198  -10.09467  -6.58970
H  -6.60009  -10.16251  -6.67117
H  -11.01688  -10.01632  -6.88039
H  -12.72277  -10.41556  -5.06988
H  -14.87745  -11.59989  -4.54353
H  -16.08551  -12.77989  -6.34177
H  -15.08191  -12.79053  -8.73067
N  -15.29030  -16.95002  -9.02537
C  -14.79204  -17.27627  -7.80006
C  -13.77189  -16.35718  -7.51122
N  -13.69602  -15.44776  -8.47256
C  -14.52374  -15.82810  -9.45350
C  -14.81691  -15.15469  -10.68994
N  -14.15623  -14.02833  -11.09982
C  -14.70683  -13.68962  -12.28860
C  -15.59774  -14.67632  -12.67897
N  -15.66659  -15.59207  -11.65214
H  -15.77982  -17.54699  -9.73846
H  -15.40387  -17.92621  -7.19592
H  -13.12509  -16.33136  -6.62921
H  -14.44537  -12.77260  -12.80457
H  -16.11673  -14.86896  -13.64767
H  -16.07457  -16.47592  -11.67089
C  -9.63538  -12.33683  -14.51982
O  -10.08299  -13.59661  -13.93303
C  -10.77564  -13.54892  -12.76464
S  -11.36129  -12.04731  -12.27551
S  -10.78665  -15.04867  -12.00437
H  -9.14986  -11.57255  -13.83715
H  -10.48031  -11.85483  -15.03046
H  -8.89694  -12.60304  -15.25328
C  -8.41548  -15.03547  -7.08340
C  -9.09904  -14.75404  -5.71181
C  -10.44919  -14.13887  -6.02606
O  -10.71896  -14.45230  -7.44817
C  -9.70365  -15.46567  -7.85283
H  -7.61766  -15.77622  -7.00046
H  -7.99338  -14.19234  -7.53019
H  -8.45883  -14.06155  -5.09716
H  -9.18243  -15.68217  -5.09418
H  -10.68030  -13.08110  -5.90237
H  -11.30072  -14.62124  -5.50012
H  -9.54818  -15.44345  -8.95539
H  -10.07167  -16.43086  -7.49981

***

The following is a quantum chemistry calculation of a structure of composition C24H26ErN8O6 at a distorted geometry, from the Open Molecules 2025 dataset.

<S²>: 3.75
Energy above the lowest of the compared OMol25 structures with the same formula, charge and spin in kcal/mol: 0.00
Lowest unoccupied orbital energy (alpha / beta) in eV: -4.4 / -4.4
HOMO (alpha / beta) in eV: -11.6 / -11.6
Total charge: +1
Spin multiplicity: 4

Element x y z (Å)
Er  -0.63122  -0.58428  -1.12214
O  -3.26940  -3.05765  -2.69046
C  -2.33696  -2.35710  -2.41571
O  -1.80863  -2.17186  -1.22655
C  -1.62128  -1.48759  -3.55534
O  -1.72190  -1.81237  -4.70277
O  -0.97777  -0.45476  -3.06481
O  1.86109  7.07790  -0.50835
C  0.82685  6.22788  -0.45361
O  -0.27347  6.60534  -0.17502
C  1.10778  4.78083  -0.74773
C  0.08761  4.04346  -1.34292
C  0.23625  2.68760  -1.53943
C  1.40888  2.04186  -1.13466
C  2.44293  2.78412  -0.57215
C  2.28886  4.14790  -0.37923
N  1.43444  0.63769  -1.27219
C  2.49617  0.01056  -1.60272
C  2.47719  -1.44481  -1.72446
C  3.63118  -2.16767  -1.98468
C  3.54677  -3.54643  -2.11549
C  2.30846  -4.15290  -2.00310
C  1.20025  -3.35931  -1.73617
N  1.27619  -2.04193  -1.57795
H  2.66232  6.67455  -0.85916
H  -0.81964  4.55311  -1.63816
H  -0.52833  2.11875  -2.05622
H  3.34758  2.29079  -0.23787
H  3.08859  4.69868  0.10116
H  3.42488  0.53193  -1.83401
H  4.58003  -1.65786  -2.08894
H  4.43104  -4.13757  -2.31036
H  2.19125  -5.22072  -2.11804
H  0.21267  -3.79611  -1.64374
N  -4.46850  1.64350  -1.17961
C  -3.98106  2.49200  -0.21910
C  -2.75122  2.01155  0.10184
N  -2.48750  0.87724  -0.64219
C  -3.55481  0.68983  -1.40402
H  -5.36313  1.71080  -1.63576
H  -4.51897  3.34948  0.14381
H  -2.04977  2.40499  0.81853
H  -3.69910  -0.11503  -2.10695
C  -1.71697  -1.23376  1.94456
N  -0.37721  -1.17947  1.26754
C  0.25556  -2.51950  1.48907
N  0.37474  -2.84848  2.89267
C  -0.96057  -2.85472  3.49701
N  -1.60609  -1.54886  3.35266
C  -0.77222  -0.53874  4.00432
N  0.57182  -0.49400  3.41667
C  0.45184  -0.18250  2.00957
C  1.18086  -1.82131  3.55303
H  -2.32050  -1.99274  1.44485
H  -2.20437  -0.26272  1.83825
H  1.25487  -2.50931  1.04887
H  -0.35727  -3.27177  0.98870
H  -0.87164  -3.09826  4.55567
H  -1.57269  -3.61712  3.01264
H  -0.68873  -0.77049  5.06582
H  -1.24203  0.44095  3.89374
H  1.45016  -0.16219  1.56245
H  -0.00840  0.80484  1.89942
H  1.27415  -2.06215  4.61158
H  2.17812  -1.80408  3.10730